The following is a DFT calculation (wB97M-V/def2-TZVPD) of the molecule C4H7NO2.

Structure (XYZ):
```
14
Properties=species:S:1:pos:R:3
O 2.441 -0.747 -0.521
O -1.549 1.780 0.507
N -0.587 0.795 0.992
C -0.576 -0.248 0.028
C -1.555 -1.270 -0.323
C 1.974 0.473 0.019
C 0.488 0.475 -0.011
H -1.917 -1.732 0.600
H -1.787 2.244 1.320
H -2.400 -0.771 -0.807
H 2.245 0.488 1.081
H -1.128 -2.020 -0.987
H 2.451 1.338 -0.459
H 1.951 -0.886 -1.342
```

LUMO level: 0.0297 hartree
Total charge: 0
Largest force on an atom: 0.74 eV/Å
Energy above the lowest of the compared OMol25 structures with the same formula, charge and spin: 521.8 kJ/mol
Highest occupied orbital energy: -8.7 eV